The following is a quantum chemistry calculation of a 22-piece molecular cluster, C22H88O22 overall in a non-equilibrium geometry, from the Open Molecules 2025 dataset.

XYZ file:
```
132
Properties=species:S:1:pos:R:3
C 10.188 -24.378 -6.324
O 11.177 -24.238 -7.335
H 10.281 -25.318 -5.780
H 10.140 -23.474 -5.718
H 9.236 -24.421 -6.854
H 12.017 -24.117 -6.886
C 13.535 -15.036 -4.543
O 14.914 -14.829 -4.814
H 13.419 -15.605 -3.621
H 13.036 -14.074 -4.431
H 13.053 -15.603 -5.340
H 15.267 -14.377 -4.045
C 11.093 -16.467 -7.766
O 10.968 -15.652 -6.576
H 11.387 -17.494 -7.550
H 10.206 -16.420 -8.397
H 11.936 -16.050 -8.317
H 10.676 -14.781 -6.853
C 8.630 -16.503 -12.113
O 8.269 -17.866 -12.141
H 7.820 -15.901 -11.700
H 9.527 -16.452 -11.497
H 8.847 -16.069 -13.089
H 7.523 -17.958 -12.738
C 18.360 -22.217 -6.920
O 19.029 -22.655 -5.735
H 17.615 -21.432 -6.790
H 19.141 -21.857 -7.590
H 17.802 -22.965 -7.484
H 19.421 -23.494 -5.988
C 9.358 -20.691 -11.157
O 10.130 -19.511 -11.235
H 9.187 -21.254 -12.075
H 9.882 -21.379 -10.494
H 8.414 -20.442 -10.674
H 9.557 -18.871 -11.664
C 15.144 -21.386 -9.580
O 16.108 -21.627 -10.499
H 15.532 -21.335 -8.563
H 14.688 -20.426 -9.820
H 14.364 -22.146 -9.637
H 15.674 -21.595 -11.354
C 15.611 -15.704 -8.107
O 15.413 -15.175 -9.447
H 16.620 -15.977 -7.796
H 15.066 -15.185 -7.319
H 15.072 -16.651 -8.076
H 16.019 -15.565 -10.081
C 6.008 -18.171 -9.388
O 6.494 -18.976 -8.330
H 6.329 -18.462 -10.388
H 4.925 -18.239 -9.283
H 6.195 -17.128 -9.136
H 6.383 -19.921 -8.458
C 7.939 -21.920 -8.148
O 6.566 -21.686 -8.341
H 8.464 -21.039 -8.518
H 8.349 -22.181 -7.172
H 8.282 -22.795 -8.700
H 6.171 -22.554 -8.231
C 11.780 -20.469 -8.251
O 12.848 -20.241 -7.360
H 11.636 -21.488 -8.608
H 10.845 -20.179 -7.772
H 11.819 -19.770 -9.087
H 12.566 -20.072 -6.458
C 15.035 -18.041 -5.591
O 16.103 -17.125 -5.280
H 14.296 -17.679 -6.306
H 15.465 -18.955 -5.999
H 14.502 -18.258 -4.665
H 15.824 -16.214 -5.165
C 10.553 -16.224 -3.160
O 11.135 -17.005 -4.239
H 10.816 -16.652 -2.193
H 10.848 -15.175 -3.124
H 9.489 -16.175 -3.394
H 11.184 -16.456 -5.025
C 14.239 -22.680 -1.979
O 12.836 -22.650 -1.693
H 14.806 -22.602 -1.052
H 14.477 -23.590 -2.529
H 14.437 -21.788 -2.574
H 12.657 -21.877 -1.152
C 11.635 -23.916 -10.714
O 10.469 -24.030 -9.928
H 12.139 -22.965 -10.542
H 12.347 -24.701 -10.457
H 11.434 -24.037 -11.778
H 10.767 -24.122 -9.021
C 13.540 -18.186 -11.270
O 12.734 -19.109 -11.960
H 12.993 -17.264 -11.072
H 13.772 -18.520 -10.259
H 14.459 -17.925 -11.795
H 11.862 -19.188 -11.567
C 8.514 -18.162 -5.738
O 7.693 -17.248 -6.490
H 8.658 -17.727 -4.749
H 8.016 -19.132 -5.755
H 9.461 -18.376 -6.233
H 7.415 -17.696 -7.292
C 13.355 -21.981 -13.733
O 13.772 -21.652 -12.433
H 13.616 -21.269 -14.516
H 13.719 -22.984 -13.956
H 12.267 -21.952 -13.802
H 13.379 -20.791 -12.275
C 15.224 -25.839 -8.793
O 14.884 -26.799 -9.735
H 15.012 -24.843 -9.182
H 14.657 -26.083 -7.895
H 16.286 -25.846 -8.550
H 15.126 -27.647 -9.356
C 10.850 -20.582 -4.009
O 11.513 -19.673 -4.895
H 11.317 -21.566 -4.057
H 11.097 -20.103 -3.061
H 9.773 -20.533 -4.167
H 11.330 -18.759 -4.667
C 14.719 -23.176 -6.222
O 13.648 -24.078 -5.890
H 15.431 -23.735 -6.829
H 14.396 -22.298 -6.781
H 15.235 -22.709 -5.384
H 13.941 -24.518 -5.088
C 12.955 -19.356 -0.865
O 12.401 -20.412 -0.080
H 13.519 -19.796 -1.687
H 12.149 -18.693 -1.182
H 13.652 -18.723 -0.315
H 11.956 -20.077 0.702
```

Summary:
HOMO-LUMO gap in eV: 9.44
Highest occupied orbital energy in eV: -9.18
Energy above the lowest of the compared OMol25 structures with the same formula, charge and spin in kJ/mol: 106.49



The following is a quantum chemistry calculation of C12H11IN5PdS as an isolated structure in a non-equilibrium geometry, from the Open Molecules 2025 dataset.

XYZ file:
```
31
Properties=species:S:1:pos:R:3
Pd 1.169 0.394 0.048
N 2.763 3.220 -2.781
C 2.278 2.192 -2.076
S 2.213 2.378 -0.333
N 1.911 1.124 -2.740
N 1.443 0.155 -1.920
C 0.915 -0.906 -2.408
C 0.398 -1.891 -1.465
C -0.201 -3.073 -1.861
C -0.615 -3.972 -0.889
C -0.400 -3.677 0.447
C 0.198 -2.471 0.771
N 0.566 -1.591 -0.160
H 3.058 4.066 -2.328
H 2.868 3.129 -3.777
H 0.872 -1.047 -3.482
H -0.324 -3.287 -2.913
H -1.088 -4.902 -1.176
H -0.693 -4.360 1.232
H 0.384 -2.189 1.799
I -4.189 -0.471 2.514
C -2.512 0.740 2.368
C -2.412 1.929 3.072
C -1.266 2.690 2.921
C -0.262 2.242 2.086
N -0.359 1.089 1.412
C -1.466 0.351 1.552
H -3.213 2.256 3.721
H -1.149 3.627 3.446
H 0.637 2.821 1.933
H -1.523 -0.567 0.986
```

Summary:
Net charge: +1
HOMO-LUMO gap in eV: 7.44
Highest occupied orbital energy in eV: -11.54



The following is a quantum chemistry calculation of a 3-piece molecular cluster, C17H34NO6S3 overall in a non-equilibrium geometry, from the Open Molecules 2025 dataset.

XYZ file:
```
61
Properties=species:S:1:pos:R:3
C -0.383 2.209 -0.750
C -0.049 0.913 -1.400
N 0.055 0.873 -2.639
C 0.208 -0.331 -0.564
S -1.244 -1.377 -0.312
C -2.516 -0.432 0.565
C -3.745 -0.158 -0.297
C -4.514 -1.436 -0.668
C -6.001 -1.123 -0.606
O -6.189 0.016 -1.445
C -7.540 0.298 -1.576
C -8.040 1.455 -0.748
O -8.237 -0.307 -2.270
H 0.007 2.268 0.255
H -1.462 2.328 -0.746
H 0.043 2.981 -1.363
H 0.315 -0.064 -2.951
H 0.647 -0.135 0.407
H 0.920 -0.951 -1.093
H -1.779 -1.601 -1.532
H -2.106 0.493 0.953
H -2.825 -1.025 1.415
H -4.379 0.491 0.289
H -3.476 0.412 -1.179
H -4.334 -1.687 -1.705
H -4.279 -2.253 0.005
H -6.557 -1.974 -0.989
H -6.315 -0.917 0.415
H -7.247 2.122 -0.448
H -8.490 1.036 0.145
H -8.759 1.994 -1.338
C 2.383 -4.622 2.577
C 3.878 -4.328 2.401
C 4.132 -4.117 0.903
S 2.596 -3.494 0.218
O 2.062 -4.465 -0.701
O 2.749 -2.106 -0.166
C 1.654 -3.576 1.739
H 2.081 -4.577 3.622
H 2.155 -5.622 2.203
H 4.139 -3.422 2.951
H 4.495 -5.136 2.791
H 4.920 -3.390 0.720
H 4.363 -5.051 0.396
H 0.622 -3.842 1.515
H 1.698 -2.593 2.209
C 4.817 4.926 0.081
C 4.435 4.287 -1.261
C 4.363 2.771 -1.042
S 3.931 2.536 0.686
O 5.030 1.895 1.356
O 2.587 2.009 0.782
C 3.920 4.269 1.126
H 4.685 6.007 0.067
H 5.865 4.718 0.305
H 3.459 4.661 -1.578
H 5.149 4.535 -2.044
H 3.604 2.302 -1.664
H 5.325 2.292 -1.209
H 4.280 4.387 2.145
H 2.893 4.625 1.046
```

Summary:
Net charge: +1
HOMO-LUMO gap in eV: 9.86
Highest occupied orbital energy in eV: -12.61



The following is a quantum chemistry calculation of C18H48HfNO15S6 as an isolated structure in a non-equilibrium geometry, from the Open Molecules 2025 dataset.

XYZ file:
```
89
Properties=species:S:1:pos:R:3
Hf -1.849 -1.916 0.619
N 0.116 0.273 -0.050
O 0.875 1.113 -0.478
O -1.004 0.166 -0.467
O 0.366 -0.571 0.781
C -0.625 2.753 2.230
S -1.858 1.544 2.864
O -1.757 0.189 2.102
C -1.100 1.381 4.546
H 0.266 2.144 2.074
H -0.417 3.721 2.685
H -0.693 2.896 1.152
H -0.082 1.004 4.449
H -1.569 0.577 5.113
H -1.329 2.218 5.205
C 1.559 -1.401 3.801
S -0.183 -1.883 4.201
O -0.844 -2.328 2.862
C 0.304 -3.439 5.153
H 1.756 -0.586 3.104
H 1.925 -2.242 3.212
H 2.080 -1.419 4.759
H -0.584 -3.997 5.448
H 0.945 -3.018 5.928
H 0.818 -4.180 4.541
C -4.086 2.331 -0.126
S -4.667 0.639 0.231
O -3.499 -0.260 0.564
C -5.552 1.018 1.776
H -3.211 2.222 -0.768
H -3.574 2.675 0.772
H -4.824 2.995 -0.575
H -6.088 1.965 1.828
H -4.844 1.122 2.598
H -6.148 0.200 2.181
C 2.583 -2.795 0.318
S 1.326 -3.796 1.197
O -0.047 -3.380 0.729
C 1.670 -5.334 0.162
H 2.676 -1.746 0.600
H 2.246 -2.881 -0.715
H 3.588 -3.215 0.352
H 1.170 -6.159 0.670
H 2.745 -5.505 0.217
H 1.505 -5.380 -0.914
C -2.819 0.560 -3.238
S -2.997 -1.255 -2.870
O -2.921 -1.460 -1.382
C -4.767 -1.025 -3.221
H -3.505 1.224 -2.712
H -3.172 0.652 -4.265
H -1.832 0.906 -2.932
H -5.044 -0.720 -4.231
H -5.438 -0.459 -2.575
H -5.209 -2.021 -3.183
C 1.235 -3.560 -3.339
S 0.312 -2.057 -2.870
O -0.198 -2.064 -1.452
C 1.803 -0.962 -3.045
H 0.590 -4.371 -3.003
H 2.180 -3.657 -2.805
H 1.254 -3.798 -4.402
H 1.555 0.092 -3.169
H 2.375 -1.355 -3.885
H 2.403 -1.144 -2.153
C 3.524 3.364 1.416
O 4.213 2.496 2.320
C 3.633 2.062 3.550
O 2.625 2.476 4.042
O 4.269 0.989 4.088
C 5.106 0.139 3.267
H 2.543 2.956 1.171
H 4.127 3.413 0.510
H 3.419 4.376 1.807
H 5.425 -0.681 3.911
H 6.022 0.604 2.901
H 4.459 -0.275 2.494
C 0.577 3.043 -7.115
O -0.076 2.664 -5.982
C 0.547 2.950 -4.836
O 1.730 3.203 -4.670
O -0.424 2.983 -3.848
C -0.072 3.149 -2.477
H 0.890 4.070 -7.303
H 0.091 2.813 -8.063
H 1.495 2.459 -7.184
H 0.971 2.880 -2.310
H -0.703 2.504 -1.865
H -0.275 4.121 -2.028
```

Summary:
Net charge: +4
Spin multiplicity: 2
HOMO-LUMO gap (alpha / beta) in eV: 5.42 / 2.49
Highest occupied orbital energy (alpha / beta) in eV: -18.58 / -18.58



The following is a quantum chemistry calculation of an isolated ion of composition C4H11N2O2 and charge -1, from the Open Molecules 2025 dataset.

XYZ file:
```
19
Properties=species:S:1:pos:R:3
O 3.379 -0.100 0.287
C 2.127 0.310 0.226
N 1.195 -0.364 1.216
C 0.290 -1.328 0.667
C -1.134 -0.752 0.479
N -1.154 0.661 0.120
C -1.041 0.956 -1.277
O -2.313 1.407 -1.792
H 2.011 1.414 0.415
H 1.603 0.135 -0.755
H 1.766 -0.807 1.926
H 0.178 -2.176 1.366
H 0.650 -1.750 -0.270
H -1.672 -0.863 1.418
H -1.633 -1.312 -0.309
H -0.372 1.098 0.606
H -0.762 0.113 -1.920
H -0.293 1.738 -1.418
H -2.825 1.621 -0.986
```

Summary:
Net charge: -1
HOMO-LUMO gap in eV: 6.32
SMILES: [O-]CNCCNCO
Highest occupied orbital energy in eV: -2.70
Energy above the lowest of the compared OMol25 structures with the same formula, charge and spin in kJ/mol: 301.08



The following is a quantum chemistry calculation of CH4CsN2O as an isolated structure in a non-equilibrium geometry, from the Open Molecules 2025 dataset.

XYZ file:
```
9
Properties=species:S:1:pos:R:3
Cs -9.092 5.641 -18.591
C -7.163 7.127 -21.335
O -7.198 7.305 -20.177
N -6.803 7.966 -22.255
N -7.350 6.001 -21.946
H -6.689 7.639 -23.204
H -6.574 8.922 -22.023
H -7.374 5.110 -21.470
H -7.294 6.039 -22.954
```

Summary:
Net charge: +2
Spin multiplicity: 2
HOMO-LUMO gap (alpha / beta) in eV: 13.22 / 6.57
Highest occupied orbital energy (alpha / beta) in eV: -20.78 / -20.49
Energy above the lowest of the compared OMol25 structures with the same formula, charge and spin in kJ/mol: 63.79



The following is a quantum chemistry calculation of one molecule with the formula C12H25N3O4S in a non-equilibrium geometry, from the Open Molecules 2025 dataset.

XYZ file:
```
45
Properties=species:S:1:pos:R:3
C 0.425 2.608 5.326
C 1.430 2.203 4.073
C 0.784 2.390 2.745
C 1.767 2.250 1.612
C 2.137 0.857 1.309
N 0.681 0.196 1.179
C 0.021 0.457 -0.031
O 0.861 0.721 -0.997
N -1.051 -0.250 -0.155
C -1.932 -0.325 -1.424
O -3.033 -1.114 -1.160
N -1.340 0.135 -2.354
C -2.104 -0.020 -3.751
C -1.014 -0.766 -4.728
C -0.982 -2.073 -4.132
C -0.044 -2.809 -5.255
S 0.032 -1.117 2.339
C 0.195 -2.689 1.554
O 0.843 -0.835 3.527
O -1.400 -0.587 2.481
H -0.382 2.079 5.367
H 1.007 2.548 6.317
H 0.324 3.604 5.428
H 2.233 2.918 4.236
H 1.511 1.237 4.481
H 0.504 3.551 2.862
H -0.173 1.874 2.932
H 1.482 2.621 0.723
H 2.471 2.768 1.907
H 2.406 0.333 2.300
H 2.520 0.430 0.600
H -1.589 -0.307 0.582
H -0.381 0.775 -2.508
H -2.057 0.814 -4.171
H -3.009 -0.515 -3.687
H -0.263 -0.307 -4.763
H -1.772 -0.756 -5.589
H -0.300 -2.126 -3.205
H -1.986 -2.668 -3.898
H 0.090 -3.882 -4.767
H 0.949 -2.627 -5.373
H -0.621 -3.032 -6.080
H -0.311 -2.600 0.644
H -0.204 -3.341 2.242
H 1.276 -2.623 1.262
```

Summary:
HOMO-LUMO gap in eV: 9.76
SMILES: CCCCCN(C(=O)NC(=O)NCCCC)S(C)(=O)=O
Highest occupied orbital energy in eV: -9.50
Energy above the lowest of the compared OMol25 structures with the same formula, charge and spin in kJ/mol: 1327.72